An isolated molecule of C6H7N3O2S at a distorted geometry, computed with ωB97M-V/def2-TZVPD.

XYZ file:
```
19
Properties=species:S:1:pos:R:3:mulliken_charge:R:1
C 0.230 -0.915 -0.082 -0.3482
C 1.076 0.151 -0.009 0.4124
C -1.082 0.847 0.139 0.0806
C -3.379 -1.018 -0.012 0.6812
C -3.773 1.478 0.374 -0.4769
C 2.531 0.243 0.015 -1.0318
N -1.086 -0.537 -0.071 0.9210
N 0.220 1.219 0.117 -0.0808
N -2.135 -1.413 -0.090 -1.2810
O -4.395 -1.975 -0.013 -0.4797
O -4.025 0.106 0.185 -0.2299
S -2.241 2.017 -0.377 -0.1801
H 0.493 -2.027 -0.089 0.3590
H -4.593 2.179 0.000 0.2250
H 3.018 1.309 -0.009 0.2705
H 3.002 -0.147 0.968 0.2616
H 2.715 -0.466 -0.806 0.2845
H 0.476 2.216 0.125 0.2827
H -4.154 -2.897 -0.072 0.3298
```

Values from the calculation:
- energy (eV) = -25731.05864
- HOMO energy (alpha / beta) (eV) = -6.0 / -6.0

---

An isolated molecule of C6H7NO at a distorted geometry, computed with ωB97M-V/def2-TZVPD.

XYZ file:
```
15
Properties=species:S:1:pos:R:3:mulliken_charge:R:1
C -2.906 -0.638 0.216 0.3217
C -1.700 -0.521 0.123 -0.8233
C -0.237 -0.368 0.018 0.1343
C 0.521 -1.435 -0.089 -0.1383
C 2.027 -1.457 -0.254 -1.2784
C 0.214 1.062 -0.082 0.4126
N 1.248 1.377 0.752 -0.4111
O -0.302 1.899 -0.828 -0.6063
H -3.963 -0.729 0.357 0.4247
H 0.002 -2.397 0.012 0.4015
H 2.484 -1.995 0.591 0.3107
H 2.239 -2.164 -1.094 0.3519
H 2.466 -0.464 -0.423 0.4291
H 1.461 2.356 0.836 0.2309
H 1.464 0.706 1.485 0.2400
```

Values from the calculation:
- SMILES = C#C/C(=C/C)C(N)=O
- energy (eV) = -9871.01985
- HOMO energy (eV) = -9.3

---

It is found that the ΔE to the lowest compared entry with this formula, charge and spin values, taken in the order of the records, are 77.9, 37.8 kcal per mole.